(1)
14
Properties=species:S:1:pos:R:3:forces:R:3:mulliken_charge:R:1 method="wB97M-V/def2-TZVPD" e_tot_ev=-5765.96898 fmax_ha_per_bohr=0.1319 multiplicity=1 molar_mass_g_mol=64.11 lumo_energy_ev=-4.0648 relative_energy_kj_mol=165.31 total_charge=+1
N -2.2286 -0.3806 -0.3940 -4.5830 3.4885 -3.5832 -0.46
H -2.5583 0.6410 -0.1353 1.2730 -2.3232 -0.6399 0.44
H -2.7377 -0.9736 0.2125 -0.0906 -1.2404 1.0049 0.36
H -1.2553 -0.4901 -0.4929 2.7125 -0.4342 0.6076 0.19
H -2.6399 -0.5491 -1.4186 0.9423 0.4061 2.6403 0.46
C 1.5312 0.0355 0.2919 -2.2862 -0.0294 3.2028 -0.16
O 0.5456 -0.8873 -0.3232 2.8567 -1.7050 0.0672 -0.62
C 0.7358 1.3336 0.5655 -0.6031 -1.1134 -4.4700 -0.99
H 2.3794 0.2174 -0.2355 2.0070 0.3994 -2.6914 0.37
H 2.0250 -0.3690 1.2444 -1.4603 0.0988 -0.8553 0.29
H 1.0692 -1.7597 -0.5083 -1.6348 2.2808 0.3957 0.32
H 0.2159 1.6266 -0.4952 1.7481 -0.1702 2.0867 0.19
H 1.2753 2.1530 0.9747 0.2810 0.5029 0.3675 0.36
H -0.1411 1.0510 1.0531 -1.1625 -0.1606 1.8669 0.24



(2)
15
Properties=species:S:1:pos:R:3:forces:R:3:mulliken_charge:R:1 method="wB97M-V/def2-TZVPD" e_tot_ev=-7813.23380 fmax_ha_per_bohr=0.0727 multiplicity=1 molar_mass_g_mol=80.11 lumo_energy_ev=-3.5061 relative_energy_kj_mol=171.40 total_charge=+1
C 1.2640 1.2938 0.3529 -0.0024 -0.1878 0.2294 -0.05
C 1.1301 2.2028 1.3429 1.1234 0.1862 -2.1175 -0.67
N 0.2287 0.2323 0.0675 -1.6269 1.0731 3.1903 -0.36
H 2.1368 1.1349 -0.2801 -0.5159 1.0095 -0.4693 0.39
H 1.5304 3.2292 1.2575 0.9427 -1.0628 -0.0935 0.24
H 0.7349 2.0835 2.3036 -1.9664 -0.5253 0.8687 0.31
H 0.4726 -0.7745 0.0616 0.2667 0.2069 0.2055 0.34
H -0.3305 0.4039 -0.8112 0.3440 0.1867 0.5264 0.44
H -0.5255 0.4260 0.8633 1.6899 -1.0008 -2.1011 0.39
H -0.3677 -3.1248 0.9689 0.7820 0.8730 -2.1773 0.34
H 0.2121 -3.6794 -0.3237 0.2777 -0.2646 -0.5018 0.33
O -0.0254 -2.8307 0.0481 -1.0705 -0.3298 2.7066 -0.69
H -1.9766 -0.8292 -1.4745 -0.4217 -2.3775 -0.0799 0.33
H -2.7177 0.4685 -1.5385 -1.5173 0.7814 -0.1587 0.32
O -1.8664 0.0876 -1.5073 1.6946 1.4318 -0.0278 -0.65